[1]
Density functional theory data (ωB97M-V/def2-TZVPD) for C4H5PS in the gas phase in a non-equilibrium geometry.

Calculated values
F_max: 2.62 eV Å⁻¹
DFT total energy: -894.7956 a.u.
Kohn-Sham gap (alpha / beta): 0.223 / 0.288 hartree

ORCA input file:
```
! wB97M-V def2-TZVPD RIJCOSX def2/J DEFGRID3
* xyz 0 1
S -2.15390 -1.40882 0.15048
P -1.33108 2.30844 0.19986
C 0.26239 1.76406 -0.05116
C -0.63371 -1.51505 -0.55271
C 0.38022 0.36605 0.65012
C 0.44150 -0.66666 -0.33428
H 1.23840 1.88013 -0.53230
H 1.36008 -0.87734 -0.92272
H -0.51993 -2.52501 -1.10272
H -0.39279 0.21212 1.40104
H 1.34883 0.46208 1.09440
*
```



[2]
Density functional theory data (ωB97M-V/def2-TZVPD) for C4H5PS2 in the gas phase in a non-equilibrium geometry.

Calculated values
F_max: 3.49 eV Å⁻¹
DFT total energy: -1292.9697 a.u.
Kohn-Sham gap (alpha / beta): 0.222 / 0.281 hartree

ORCA input file:
```
! wB97M-V def2-TZVPD RIJCOSX def2/J DEFGRID3
* xyz 0 1
S -0.31874 1.73687 0.73848
S -1.98837 -0.90139 -0.55476
P -1.96111 0.44388 0.99771
C 1.01224 0.03890 -0.99414
C 0.33933 1.11972 -0.73510
C 0.49440 -1.39979 0.90558
C 1.42681 -0.76876 0.25139
H 0.21324 -2.04582 1.78272
H 2.57629 -0.76151 0.51507
H -3.04547 1.29056 0.62231
H 1.35227 -0.40154 -1.97909
H -0.10088 1.64888 -1.55016
*
```



[3]
Density functional theory data (ωB97M-V/def2-TZVPD) for 2 unconnected molecules or ions with the total composition C4H6 in a non-equilibrium geometry.

Calculated values
F_max: 4.24 eV Å⁻¹
DFT total energy: -155.8231 a.u.
Kohn-Sham gap: 0.359 hartree

ORCA input file:
```
! wB97M-V def2-TZVPD RIJCOSX def2/J DEFGRID3
* xyz 0 1
C 0.72548 -0.31949 0.54287
C -0.58893 -0.95292 0.05427
C -0.04713 1.60458 -0.76662
C 0.58098 1.07237 0.14117
H -1.49034 -0.51751 0.48757
H 1.58397 -0.73844 0.00398
H -0.61608 -2.06191 0.33425
H -0.61619 -0.00362 -1.07346
H 0.87214 -0.51673 1.60083
H -0.40391 2.43367 -1.32486
*
```



[4]
Density functional theory data (ωB97M-V/def2-TZVPD) for C4H6 in the gas phase in a non-equilibrium geometry.

Calculated values
F_max: 6.14 eV Å⁻¹
DFT total energy: -155.7397 a.u.
Kohn-Sham gap (alpha / beta): 0.285 / 0.286 hartree

ORCA input file:
```
! wB97M-V def2-TZVPD RIJCOSX def2/J DEFGRID3
* xyz 0 1
C -0.78618 0.17779 -0.25372
C 1.96759 -0.26753 -0.50353
C 0.92399 0.40150 -0.43656
C -1.15266 -0.80768 0.61392
H 0.78201 1.54794 -0.03672
H -1.41203 0.39586 -1.11483
H -0.74149 1.43567 0.17452
H -0.40150 -1.20144 1.28302
H -2.17490 -1.15522 0.66988
H 2.99517 -0.52688 -0.39598
*
```



[5]
Density functional theory data (ωB97M-V/def2-TZVPD) for 2 unconnected molecules or ions with the total composition C4H6 in a non-equilibrium geometry.

Calculated values
F_max: 3.43 eV Å⁻¹
structure (SMILES): C#C.C=C
DFT total energy: -155.8069 a.u.
Kohn-Sham gap: 0.387 hartree

ORCA input file:
```
! wB97M-V def2-TZVPD RIJCOSX def2/J DEFGRID3
* xyz 0 1
C -1.76023 -0.32182 -0.06352
C 1.33030 -0.74892 -0.05092
C -0.87057 0.64136 0.04026
C 1.67955 0.40083 -0.00171
H -1.38780 -1.20142 0.38688
H -2.89180 -0.34074 -0.07210
H 1.98180 1.40816 0.06585
H 0.98559 -1.72613 0.01045
H 0.14606 0.31798 0.17695
H -1.10815 1.71347 -0.11263
*
```



[6]
Density functional theory data (ωB97M-V/def2-TZVPD) for C4H6 in the gas phase.

Calculated values
F_max: 0.40 eV Å⁻¹
DFT total energy: -155.8097 a.u.
Kohn-Sham gap: 0.288 hartree

ORCA input file:
```
! wB97M-V def2-TZVPD RIJCOSX def2/J DEFGRID3
* xyz 0 1
C -0.98660 1.04827 -1.36907
C 0.69124 0.01693 0.36689
C -0.26857 0.61922 -0.26224
C 0.79020 -1.26417 1.10145
H 1.81570 -1.64694 1.10113
H -0.72434 0.73976 -2.37824
H -0.21756 1.78782 -0.20646
H -1.75117 1.80989 -1.26704
H 0.54480 -1.05311 2.15095
H 0.10630 -2.05767 0.76264
*
```



[7]
Density functional theory data (ωB97M-V/def2-TZVPD) for a molecular structure, C4H6Br2N2O3 in a non-equilibrium geometry.

Calculated values
F_max: 6.08 eV Å⁻¹
DFT total energy: -5639.0157 a.u.
Kohn-Sham gap (alpha / beta): 0.254 / 0.254 hartree

ORCA input file:
```
! wB97M-V def2-TZVPD RIJCOSX def2/J DEFGRID3
* xyz 0 1
Br -3.87914 0.70277 1.13852
Br -2.77423 -2.11191 0.07104
O 3.12651 0.79851 0.70283
O -1.02199 0.02738 -0.99668
O 1.72097 0.63545 2.32171
N 2.09777 0.39521 1.13376
N 1.30781 -0.39388 0.44206
C 1.28182 -0.59597 -0.91337
C 0.22877 0.37454 -1.54536
C -2.22862 -0.43131 0.92061
C -1.16555 0.28452 0.30060
H 2.37173 -0.32342 -1.23317
H -0.83393 1.29810 0.68489
H -1.99284 -0.61890 2.00377
H 0.53692 1.48645 -1.42118
H 0.17767 0.03621 -2.53046
H 1.04633 -1.56374 -1.07954
*
```



[8]
Density functional theory data (ωB97M-V/def2-TZVPD) for C4H6Br2N2O3 in the gas phase in a non-equilibrium geometry.

Calculated values
F_max: 3.56 eV Å⁻¹
structure (SMILES): [O-]/[N+](O)=N\CCOC=C(Br)Br
DFT total energy: -5639.0891 a.u.
Kohn-Sham gap: 0.334 hartree

ORCA input file:
```
! wB97M-V def2-TZVPD RIJCOSX def2/J DEFGRID3
* xyz 0 1
Br -3.23687 -1.27237 0.79489
Br -3.38082 1.75142 -0.46803
O 0.24851 2.16300 1.45057
O 1.83643 1.73876 -0.00781
O -0.66237 -1.17077 -0.89518
N 1.01718 1.29464 0.81821
N 0.83324 0.11052 1.16112
C -2.40877 0.20107 -0.15494
C 1.45637 -0.98761 0.42955
C -1.25133 -0.00487 -0.86503
C 0.80967 -1.16382 -0.91570
H 1.45117 -1.85520 1.16037
H -0.87571 0.82027 -1.40835
H 1.16457 -2.14244 -1.34317
H 1.10425 -0.29158 -1.55509
H -0.57388 1.71429 1.77552
H 2.46837 -0.90530 0.02307
*
```



Result set for relative energy (zero: lowest compared OMol25 entry of this formula, charge and spin): 257.8 316.0 366.5 585.4 409.0 401.7 296.4 103.6 kJ/mol, one per record in the order listed.